1.
Density functional theory data (ωB97M-V/def2-TZVPD) for a 2-piece molecular cluster, C3H11N3 overall.

Last column: Löwdin charge in e.
Positions of all 17 atoms, in Å:
C: -0.9456 4.4272 -1.1765  -0.180
C: -3.2647 4.2587 -0.7475  -0.063
N: -2.1110 4.6513 -0.3598  -0.096
H: -1.0316 4.3216 -2.2859  0.080
H: -0.4386 3.4761 -0.9956  0.071
H: -0.2427 5.2283 -0.8783  0.075
H: -4.1783 4.4574 -0.2176  0.056
H: -3.3561 3.8297 -1.7287  0.057
N: 0.6026 -4.1374 0.6274  -0.046
C: 1.6779 -3.1988 0.9314  -0.367
N: 2.8301 -3.8563 1.5554  -0.047
H: 0.2701 -4.0376 -0.3533  0.065
H: 0.7691 -5.1400 0.6651  0.052
H: 2.1141 -2.7999 -0.0921  0.135
H: 1.3800 -2.4415 1.6356  0.087
H: 2.6897 -4.4027 2.4063  0.057
H: 3.2352 -4.6361 1.0143  0.063

Computed properties:
HOMO = -9.0 eV
SMILES = C=NC.NCN
Kohn-Sham gap = 0.372 hartree
lowest unoccupied orbital energy = 1.13 eV

2.
Density functional theory data (ωB97M-V/def2-TZVPD) for a 2-piece molecular cluster, C3H11N3 overall.

Last column: Löwdin charge in e.
Positions of all 17 atoms, in Å:
C: -2.1657 -0.3449 0.9926  -0.070
C: -2.7543 0.7999 0.5910  -0.301
N: -2.0711 1.8943 0.0754  0.032
H: -1.6730 -1.0590 0.3511  0.034
H: -2.4080 -0.6457 2.0147  0.037
H: -3.8581 0.9059 0.5722  0.103
H: -1.2147 2.0369 0.6385  0.095
H: -2.4439 2.8440 -0.0050  0.090
N: 1.6694 -1.7839 -0.0952  -0.052
C: 1.7262 -0.2465 -0.1515  -0.337
N: 2.4976 0.1273 -1.2983  -0.026
H: 1.0879 -2.0648 -0.8942  0.038
H: 2.5569 -2.2165 -0.5136  0.072
H: 0.7155 0.0658 -0.0529  0.056
H: 2.1296 -0.0606 0.8407  0.098
H: 3.4102 0.4043 -1.0802  0.026
H: 2.7954 -0.6568 -1.9853  0.106

Computed properties:
HOMO = -7.3 eV
SMILES = C=CN.NCN
Kohn-Sham gap = 0.300 hartree
lowest unoccupied orbital energy = 0.84 eV

3.
Density functional theory data (ωB97M-V/def2-TZVPD) for a 2-piece molecular cluster, C3H11N3 overall.

Last column: Löwdin charge in e.
Positions of all 17 atoms, in Å:
C: 0.8090 -3.2834 -0.3720  -0.049
C: 0.6722 -3.2169 -1.6943  -0.375
N: 0.3309 -2.2000 -2.5230  0.009
H: 0.7263 -2.3785 0.3176  0.060
H: 1.0955 -4.1919 0.1875  0.042
H: 0.9931 -4.0519 -2.3003  0.097
H: 0.0913 -1.3466 -2.0430  0.075
H: -0.2455 -2.5076 -3.3922  0.140
N: -1.5045 3.2503 2.0208  -0.029
C: -0.7803 2.0856 1.3380  -0.351
N: 0.6124 2.5499 0.9989  -0.045
H: -1.1910 3.1584 2.9835  0.051
H: -1.1107 4.0491 1.4606  0.059
H: -0.5498 1.3171 2.0598  0.078
H: -1.5075 1.6045 0.6210  0.104
H: 0.8897 2.0317 0.1329  0.067
H: 0.5312 3.6017 0.8655  0.065

Computed properties:
HOMO = -8.3 eV
SMILES = C=CN.NCN
Kohn-Sham gap = 0.333 hartree
lowest unoccupied orbital energy = 0.75 eV

Q: Which of them is the most stable? A: 1.

1.
Density functional theory data (ωB97M-V/def2-TZVPD) for C2H5N3S2 as an isolated structure.

Last column: Löwdin charge in e.
Positions of all 12 atoms, in Å:
C: 1.4881 -1.4690 1.0084  -0.316
C: 1.9245 -0.3136 1.7076  -0.269
N: 1.1835 -1.2593 -0.2003  -0.291
N: 1.8547 0.7841 0.9746  -0.285
N: -2.4850 1.5396 2.2360  -0.421
S: -1.8518 0.6025 0.9551  0.589
S: 1.3988 0.3269 -0.5526  0.905
H: 1.5550 -2.4753 1.2719  0.088
H: 2.0047 -0.4127 2.8389  0.127
H: -1.9439 1.4549 -0.1730  -0.122
H: -3.2959 1.0470 2.6896  0.042
H: -1.7958 1.6486 2.8907  -0.047

Computed properties:
HOMO = -9.2 eV
Kohn-Sham gap = 0.354 hartree
lowest unoccupied orbital energy = 0.42 eV

2.
Density functional theory data (ωB97M-V/def2-TZVPD) for one molecule with the formula C2H5N3S2.

Last column: Löwdin charge in e.
Positions of all 12 atoms, in Å:
C: 0.9303 -0.6980 -0.6334  -0.419
C: 0.1625 0.8356 1.0839  -0.413
H: -1.4638 0.6379 -2.7334  -0.136
H: 1.6492 -1.4579 -0.9064  0.117
H: 2.0450 0.0707 0.7859  0.134
H: 0.5947 1.8433 1.1893  0.120
H: -1.2198 -1.4766 0.6650  -0.174
N: 0.0869 -0.5272 -1.5487  -0.323
N: 1.0710 -0.1913 0.6298  0.032
N: -1.0030 0.7488 1.5574  -0.363
S: -0.9018 0.8962 -1.5298  0.710
S: -1.9512 -0.6815 1.4405  0.716

Computed properties:
HOMO = -8.6 eV
SMILES = S/N=C\N/C=N\S
Kohn-Sham gap = 0.336 hartree
lowest unoccupied orbital energy = 0.56 eV

Q: Which of them is the most stable? A: 1.

1.
Density functional theory data (ωB97M-V/def2-TZVPD) for a 2-piece molecular cluster, C7H14N2 overall.

Last column: Löwdin charge in e.
Positions of all 23 atoms, in Å:
C: 1.4549 1.4501 -0.4684  -0.082
C: 0.3889 -0.2527 1.1375  -0.267
C: 0.6791 1.0269 0.8603  -0.329
C: 0.7315 0.9741 3.0250  -0.352
N: 0.5510 -0.3033 2.5636  0.007
N: 0.9662 1.8365 2.0559  0.058
H: 0.3308 -1.2448 0.6917  0.014
H: 0.4803 -1.1387 3.0452  -0.043
H: 2.2611 0.7738 -0.5598  0.022
H: 1.8048 2.5162 -0.2964  0.064
H: 0.6027 1.3205 4.0202  0.077
H: 0.7375 1.5926 -1.3505  0.063
C: -0.7793 -1.2014 -2.2860  -0.363
C: -1.3756 -2.3931 -3.0873  -0.173
C: -1.9544 -0.3166 -2.1216  -0.185
H: -0.3957 -1.4658 -1.4157  -0.007
H: 0.1988 -0.6937 -2.6622  0.130
H: -1.4457 -2.1336 -4.1165  0.041
H: -2.4748 -2.5598 -2.7651  0.090
H: -2.1918 0.2394 -3.0675  0.081
H: -2.8436 -0.8489 -1.7817  0.052
H: -0.8341 -3.2911 -3.1072  0.021
H: -1.7213 0.4781 -1.3281  0.081

Computed properties:
HOMO (alpha / beta) = 1.1 / -5.3 eV
total charge = -1
Kohn-Sham gap (alpha / beta) = 0.097 / 0.330 hartree
spin multiplicity = 2
⟨S²⟩ = 0.750
lowest unoccupied orbital energy (alpha / beta) = 3.78 / 3.68 eV

2.
Density functional theory data (ωB97M-V/def2-TZVPD) for a 2-piece molecular cluster, C7H14N2 overall.

Last column: Löwdin charge in e.
Positions of all 23 atoms, in Å:
C: -2.6793 0.3229 -1.1289  -0.100
C: -1.1746 -2.8331 -0.8255  -0.381
C: -1.7130 -0.7908 -1.0665  -0.396
C: -0.3685 -0.8081 -1.3841  -0.169
N: -2.2321 -2.0684 -0.7572  0.050
N: -0.0939 -2.2293 -1.4567  -0.022
H: -1.4003 -3.9456 -0.4500  0.123
H: 0.8776 -2.6768 -1.5309  0.015
H: 0.3795 -0.0737 -1.6009  0.041
H: -2.4651 1.3240 -1.5450  0.071
H: -3.1304 0.5355 -0.2265  0.030
H: -3.4324 -0.1280 -1.7473  0.061
C: 2.5308 2.8172 1.8901  -0.342
C: 3.1492 1.6344 1.0127  -0.218
C: 1.3408 2.4824 2.8097  -0.171
H: 3.3879 3.0852 2.4056  0.054
H: 2.1823 3.6030 1.2971  0.052
H: 3.3506 2.0556 -0.0114  0.037
H: 1.0605 3.4951 3.2984  0.079
H: 2.5787 0.7619 0.7614  0.002
H: 4.1609 1.3375 1.3761  0.048
H: 0.4152 2.0360 2.2115  0.099
H: 1.8046 1.7243 3.4148  0.037

Computed properties:
HOMO (alpha / beta) = 1.1 / -5.0 eV
total charge = -1
Kohn-Sham gap (alpha / beta) = 0.093 / 0.316 hartree
spin multiplicity = 2
⟨S²⟩ = 0.750
lowest unoccupied orbital energy (alpha / beta) = 3.65 / 3.56 eV

Q: Which of them is the most stable? A: 2.

1.
Density functional theory data (ωB97M-V/def2-TZVPD) for an isolated ion of composition C3H12NSi and charge +1.

Last column: Löwdin charge in e.
Positions of all 17 atoms, in Å:
C: -1.8771 -0.7615 0.9302  -0.202
C: 1.4741 1.4726 -0.9406  -0.206
C: -1.3214 0.4388 0.2990  -0.332
N: 1.4333 -1.3223 0.3561  0.082
Si: 0.3308 0.0539 -0.7055  0.787
H: -1.8684 -1.5575 0.2738  0.029
H: -1.1866 -1.0806 1.8173  0.106
H: -2.9655 -0.6389 1.1845  0.112
H: 2.2792 1.1557 -1.6314  0.060
H: 0.8136 2.2706 -1.1676  0.028
H: 1.8538 1.7539 0.0457  0.047
H: -2.1315 1.0131 -0.2240  0.111
H: -0.9852 1.0405 1.0969  0.053
H: 1.1830 -2.2084 -0.1009  0.104
H: 2.4432 -1.2342 0.4420  0.115
H: 0.9416 -1.3084 1.2802  0.106
H: 0.2910 -0.8144 -1.8987  -0.002

Computed properties:
HOMO = -15.0 eV
total charge = +1
SMILES = CC[Si@@H](C)[NH3+]
Kohn-Sham gap = 0.416 hartree
lowest unoccupied orbital energy = -3.64 eV

2.
Density functional theory data (ωB97M-V/def2-TZVPD) for a 2-piece molecular cluster, C3H12NSi overall.

Last column: Löwdin charge in e.
Positions of all 17 atoms, in Å:
C: -2.3341 -0.3375 0.8273  -0.169
C: -2.9526 -0.5192 -0.5218  -0.155
C: -1.6683 0.2386 -0.3853  -0.206
N: 2.1399 1.0614 0.0339  0.016
Si: 3.0188 -0.6678 -0.0944  0.805
H: -2.8086 0.3401 1.5185  0.096
H: -1.6919 1.3094 -0.5245  0.089
H: -1.8839 -1.1965 1.3026  0.092
H: -3.8474 0.0344 -0.7553  0.102
H: -2.9194 -1.4984 -0.9724  0.100
H: -0.7650 -0.2351 -0.7494  0.062
H: 1.5780 1.1456 0.8839  0.116
H: 1.5011 1.2252 -0.7505  0.110
H: 2.8148 1.8280 0.0383  0.116
H: 1.9762 -1.4391 -0.7567  -0.060
H: 4.1748 -0.3047 -0.8989  -0.059
H: 3.2630 -0.9241 1.3181  -0.057

Computed properties:
HOMO = -13.7 eV
total charge = +1
Kohn-Sham gap = 0.348 hartree
lowest unoccupied orbital energy = -4.24 eV

Q: Which of them is the most stable? A: 1.

1.
Density functional theory data (ωB97M-V/def2-TZVPD) for one molecule with the formula C7H12N2O.

Last column: Löwdin charge in e.
Positions of all 22 atoms, in Å:
C: -1.2615 -1.2959 0.5022  -0.163
C: 2.0868 0.6089 0.4782  -0.242
C: -1.1638 1.2068 0.3059  -0.152
C: 0.1472 1.4453 -0.4869  -0.221
C: -1.7988 -0.1315 0.2230  -0.279
C: -3.3295 -0.1680 0.0145  -0.058
C: 3.4505 -0.8910 -0.5362  -0.177
N: 1.1528 0.4359 -0.3210  0.045
N: -1.0081 -2.4045 0.8929  0.178
O: 3.2999 -0.0223 0.4850  -0.102
H: -0.7944 1.4343 1.3400  0.129
H: -1.8370 1.9116 0.1045  0.057
H: -0.1180 1.3471 -1.5419  0.115
H: 0.5018 2.4201 -0.3694  0.089
H: 2.0792 1.4893 1.2509  0.173
H: -3.5875 -0.7628 -0.9884  0.118
H: -3.8619 0.7860 0.0050  0.067
H: -3.7850 -0.7125 0.8029  0.048
H: 2.8984 -0.5709 -1.5174  0.113
H: 3.0972 -2.0063 -0.2864  0.124
H: 4.5491 -0.9822 -0.6720  0.087
H: -0.7173 -3.1373 0.3146  0.048

Computed properties:
HOMO = -8.0 eV
SMILES = CO/C=N/CCC(C)=C=N
Kohn-Sham gap = 0.328 hartree
lowest unoccupied orbital energy = 0.95 eV

2.
Density functional theory data (ωB97M-V/def2-TZVPD) for one molecule with the formula C7H12N2O.

Last column: Löwdin charge in e.
Positions of all 22 atoms, in Å:
C: 2.1563 -0.5215 -0.3018  -0.288
C: -1.7812 -0.3903 -0.3964  -0.197
C: -1.2396 -1.6200 0.3629  -0.163
C: -1.4771 0.9196 0.3373  -0.115
C: 0.2085 -2.0184 -0.0374  -0.206
C: -0.0701 1.5002 -0.0825  -0.435
C: 0.8002 1.8394 0.8372  -0.019
N: 3.1124 0.1035 -0.8085  0.117
N: 1.0518 -0.8964 0.0429  0.094
O: 0.2070 1.7789 -1.3950  0.043
H: -1.4270 -0.4851 -1.3913  0.101
H: -2.8530 -0.3745 -0.4951  0.098
H: -1.2220 -1.4656 1.4990  0.138
H: -1.9097 -2.3469 0.1498  0.060
H: -2.1941 1.7324 0.0138  0.128
H: -1.5709 0.7644 1.3897  0.096
H: 0.4901 -2.7355 0.6345  0.077
H: 0.2698 -2.5607 -1.0156  0.138
H: 1.8134 2.1587 0.5505  0.052
H: 4.0969 0.3173 -0.4280  0.102
H: 0.7526 1.7960 1.9989  0.099
H: 0.7856 2.5045 -1.4651  0.078

Computed properties:
HOMO = -8.3 eV
SMILES = C=C(O)CCCCN=C=N
Kohn-Sham gap = 0.336 hartree
lowest unoccupied orbital energy = 0.89 eV

Q: Which of them is the most stable? A: 2.

1.
Density functional theory data (ωB97M-V/def2-TZVPD) for a 5-piece molecular cluster, C3H15N2O2 overall.

Last column: Löwdin charge in e.
Positions of all 22 atoms, in Å:
C: -0.5369 -1.1539 0.9277  -0.248
N: 0.6666 -1.7741 0.5606  0.127
C: -1.3779 -1.1105 -0.3684  -0.156
N: -0.8826 -0.1418 -1.3010  -0.003
C: -1.3863 1.1809 -1.1475  -0.068
H: -1.1022 -1.6683 1.6700  0.128
H: -0.4089 -0.1685 1.3729  0.113
H: 1.1211 -2.4020 1.2343  0.153
H: 0.7724 -1.4230 -0.4946  0.173
H: -1.3537 -2.1860 -0.6406  0.139
H: -2.4894 -0.9562 -0.2204  0.165
H: 0.1217 0.0006 -1.4629  0.073
H: 2.0238 -0.2159 1.5464  0.249
H: -1.6588 1.4312 -0.1267  0.106
H: -0.7438 1.9542 -1.5078  0.094
H: -2.2810 1.3101 -1.7418  0.111
H: 1.3432 1.5450 0.3315  -0.005
H: 2.6197 0.7740 -1.2642  0.059
O: 1.7010 0.6533 -0.9206  -0.301
H: 1.6074 0.0115 0.6340  0.123
H: 1.4243 2.3565 1.7862  0.057
O: 0.8201 1.9830 1.1328  -0.090

Computed properties:
HOMO = -13.4 eV
total charge = +1
Kohn-Sham gap = 0.166 hartree
lowest unoccupied orbital energy = -8.89 eV

2.
Density functional theory data (ωB97M-V/def2-TZVPD) for a 3-piece molecular cluster, C3H15N2O2 overall.

Last column: Löwdin charge in e.
Positions of all 22 atoms, in Å:
C: 0.8458 0.1684 -1.8511  -0.255
N: 0.2259 -0.7822 -2.7572  0.006
C: -0.2573 0.7163 -0.9462  -0.153
N: -0.5018 -0.2948 0.1282  0.025
C: -1.8773 -0.0040 0.6371  -0.029
H: 1.5270 -0.3591 -1.1452  0.125
H: 1.5401 0.8555 -2.3306  0.120
H: 0.8546 -1.5210 -3.0490  0.081
H: -0.1499 -0.3554 -3.5928  0.082
H: 0.1005 1.6696 -0.5144  0.137
H: -1.1450 0.9655 -1.5278  0.129
H: 0.2717 -0.1445 0.7920  0.127
H: -0.3547 -1.2853 -0.0807  0.177
H: -1.9530 0.9967 1.1279  0.099
H: -2.6148 0.2713 -0.1188  0.099
H: -2.3399 -0.7037 1.3216  0.102
H: -0.3244 1.6419 3.0909  0.069
H: -0.0828 2.5252 1.9653  0.068
O: 0.0767 1.5978 2.2128  -0.053
H: 1.4849 -2.5597 2.3675  0.048
H: 2.7964 -1.6434 2.2594  0.048
O: 1.8772 -1.7551 2.0111  -0.052

Computed properties:
HOMO = -13.3 eV
total charge = +1
Kohn-Sham gap = 0.389 hartree
lowest unoccupied orbital energy = -2.68 eV

3.
Density functional theory data (ωB97M-V/def2-TZVPD) for a 3-piece molecular cluster, C3H15N2O2 overall.

Last column: Löwdin charge in e.
Positions of all 22 atoms, in Å:
C: 0.6984 -0.5325 -0.4930  -0.189
C: 0.8511 0.7079 -1.5992  -0.153
C: 0.0210 1.8935 -1.2325  -0.171
N: -1.4338 1.4336 -1.5028  0.089
N: -0.7321 -0.8884 -0.4911  -0.004
H: 1.0027 -0.0986 0.5225  0.112
H: 1.4166 -1.3551 -0.6996  0.123
H: 0.4718 0.2057 -2.4804  0.109
H: 1.9379 0.8244 -1.5616  0.115
H: -0.1025 2.3252 -0.1210  0.168
H: 0.3253 2.9033 -1.5470  0.118
H: -1.8801 1.4750 -2.4049  0.141
H: -2.0413 1.9799 -0.8729  0.144
H: -0.9806 -1.6812 -1.0707  0.121
H: -0.9421 -0.9984 0.5184  0.065
H: -1.4124 0.3967 -0.9338  0.123
H: -1.5175 -2.0539 2.8322  0.042
H: -0.2653 -1.5302 2.5088  -0.004
O: -0.9901 -1.9661 2.0664  -0.034
H: 2.3067 -1.0106 2.1977  0.077
H: 1.7734 -1.0062 3.6263  0.040
O: 1.4929 -1.0241 2.7381  -0.033

Computed properties:
HOMO = -13.7 eV
total charge = +1
Kohn-Sham gap = 0.403 hartree
lowest unoccupied orbital energy = -2.71 eV

Q: Which of them is the most stable? A: 2.